Molecular formula: C5H15NOSi2
Method: DFT, ωB97M-V with the def2-TZVPD basis set

Structure (ORCA input):
```
! wB97M-V def2-TZVPD RIJCOSX def2/J DEFGRID3
* xyz 0 3
C 1.080 1.170 2.454
C 0.063 1.081 1.582
C 1.887 -1.290 -0.270
C -0.129 -2.691 -0.517
C 1.158 2.668 -2.042
N 0.492 -1.496 0.047
O -1.819 0.053 -0.072
Si -3.419 0.126 0.049
Si -0.218 0.085 0.074
H 1.359 1.988 3.107
H 1.804 0.392 2.658
H -0.334 2.082 1.576
H 2.191 -1.203 -1.310
H 2.319 -0.315 0.243
H 2.375 -2.261 0.081
H -0.092 -2.732 -1.747
H 0.332 -3.529 -0.045
H -1.173 -2.643 -0.039
H 1.139 1.965 -2.740
H 0.610 3.486 -2.161
H 1.957 2.927 -1.403
H -3.655 -1.120 -0.699
H -4.071 1.314 -0.415
H -3.855 -0.056 1.587
*
```

Results
Max |F|: 0.08331 Eh/bohr
DFT total energy: -908.33245 a.u.
HOMO energy (alpha / beta): -6.4 / -9.0 eV
LUMO level (alpha / beta): 0.759 / -0.849 eV
Molecular weight: 161.4 g/mol
Kohn-Sham gap (alpha / beta): 0.263 / 0.301 Eh

---

Molecular formula: C8H14P2
Method: DFT, ωB97M-V with the def2-TZVPD basis set

Structure (ORCA input):
```
! wB97M-V def2-TZVPD RIJCOSX def2/J DEFGRID3
* xyz 0 1
C -1.254 1.330 -0.758
C -1.972 0.139 -0.901
C -0.339 1.377 0.408
C -0.495 0.206 1.113
C 1.532 2.486 -0.628
C 0.053 -3.513 -0.735
C 0.535 2.589 0.502
C 0.138 -2.088 -0.816
P -1.651 -1.009 0.449
P 0.277 -0.043 2.769
H -1.284 2.184 -1.374
H -2.703 -0.129 -1.511
H 2.287 3.287 -0.350
H 1.174 2.520 -1.648
H 2.009 1.481 -0.528
H 0.964 -4.034 -1.131
H -0.205 -4.000 0.395
H -0.801 -4.030 -1.245
H -0.114 3.544 0.409
H 1.107 2.826 1.494
H -0.072 -1.625 -1.686
H 0.926 -1.744 -0.270
H 0.884 -1.343 2.544
H -0.998 -0.410 3.500
*
```

Results
Max |F|: 0.11365 Eh/bohr
DFT total energy: -995.77004 a.u.
HOMO energy: -8.4 eV
LUMO level: -0.340 eV
Molecular weight: 172.1 g/mol
Kohn-Sham gap: 0.298 Eh

---

Molecular formula: C16H30MoN2OP2Se
Method: DFT, ωB97M-V with the def2-TZVPD basis set

Structure (ORCA input):
```
! wB97M-V def2-TZVPD RIJCOSX def2/J DEFGRID3
* xyz 0 3
Mo -0.001 0.462 0.543
P 2.507 -0.352 0.145
P -2.472 -0.018 0.355
N 0.084 1.087 -1.104
H 1.000 -0.856 0.353
C 3.077 -1.808 -0.770
H 4.177 -1.860 -0.723
H 2.780 -1.721 -1.825
H 2.653 -2.734 -0.360
C 3.384 -0.318 1.716
H 4.467 -0.371 1.528
H 3.072 -1.165 2.338
H 3.161 0.614 2.251
C 3.187 1.007 -0.816
H 4.285 0.979 -0.791
H 2.867 1.972 -0.421
H 2.871 0.940 -1.858
C -3.512 -1.247 -0.497
H -4.589 -1.051 -0.352
H -3.261 -2.245 -0.113
H -3.289 -1.187 -1.571
C -3.233 0.057 1.997
H -4.322 0.192 1.919
H -2.797 0.897 2.549
H -3.005 -0.887 2.507
C -3.034 1.540 -0.442
H -4.113 1.693 -0.324
H -2.791 1.515 -1.508
H -2.502 2.377 0.013
C 0.025 1.866 -2.257
C 0.018 2.187 -4.642
C 0.014 1.330 -3.556
C 0.017 3.253 -2.068
C 0.014 4.107 -3.152
C -0.001 3.581 -4.453
H 0.060 1.769 -5.646
H 0.032 0.253 -3.681
H 0.036 3.636 -1.049
H 0.058 5.185 -2.987
H 0.023 4.263 -5.315
C -0.757 -3.479 2.261
O -1.980 -3.538 2.054
C 0.257 -4.065 1.306
H 0.624 -5.065 1.559
H 1.179 -3.489 1.079
H -0.307 -4.169 0.387
C -0.218 -2.686 3.430
H -0.848 -2.875 4.331
H -0.435 -1.627 3.206
H 0.882 -2.756 3.572
Se 0.220 1.983 5.132
C 0.213 1.579 3.461
N 0.221 1.247 2.291
*
```

Results
Max |F|: 0.10134 Eh/bohr
DFT total energy: -3964.63851 a.u.
HOMO energy (alpha / beta): -5.4 / -6.8 eV
LUMO level (alpha / beta): 0.241 / 0.195 eV
Molecular weight: 503.3 g/mol
Kohn-Sham gap (alpha / beta): 0.206 / 0.257 Eh

---

Molecular formula: C7H24N4O5Rh
Method: DFT, ωB97M-V with the def2-TZVPD basis set

Structure (ORCA input):
```
! wB97M-V def2-TZVPD RIJCOSX def2/J DEFGRID3
* xyz 1 5
O -2.320 -3.363 -1.255
H -2.840 -4.051 -1.706
Rh 0.223 -0.081 -0.181
N 0.291 1.840 -0.347
N -1.669 0.397 -0.120
O 1.421 2.690 -0.454
O -2.815 -0.408 -0.046
C -0.841 2.518 -0.465
C -1.981 1.705 -0.274
C -0.758 3.984 -0.695
C -3.414 2.093 -0.291
H 0.221 4.256 -1.102
H -0.894 4.524 0.257
H -1.542 4.331 -1.382
H -4.044 1.380 0.249
H -3.777 2.140 -1.329
H -3.534 3.091 0.154
H 2.182 2.215 -0.064
H -2.556 -1.360 -0.183
O 0.233 0.716 2.968
H 0.274 1.647 2.729
H -0.567 0.356 2.503
C -1.171 -3.041 -2.054
H -0.237 -3.350 -1.552
H -1.141 -1.947 -2.179
H -1.222 -3.549 -3.029
O 1.910 -0.197 -1.849
H 1.756 0.413 -2.611
H 2.839 -0.124 -1.567
N 3.015 -0.108 1.089
C 3.095 -1.558 1.315
C 1.782 -2.146 1.768
N 0.756 -1.990 0.670
H 2.101 0.240 1.456
H 3.762 0.355 1.607
H 3.444 -2.051 0.399
H 3.870 -1.795 2.058
H 1.902 -3.228 1.900
H 1.412 -1.658 2.685
H 0.990 -2.608 -0.107
H -0.153 -2.278 1.036
*
```

Results
Max |F|: 0.06374 Eh/bohr
DFT total energy: -986.44058 a.u.
HOMO energy (alpha / beta): -9.5 / -12.0 eV
LUMO level (alpha / beta): -2.486 / -4.783 eV
Molecular weight: 347.2 g/mol
Kohn-Sham gap (alpha / beta): 0.259 / 0.265 Eh

---

Number 2 is which compound? C8H14P2